Entry 1:
{"formula": "C36H25BCl5N6O2Rb", "method": "ωB97M-V/def2-TZVPD", "multiplicity": 1, "relative_energy_kj_mol": 41.1, "mol_weight_g_mol": 847.18, "total_charge": -2, "total_energy_ev": -114717.5606, "symbols": ["Rb", "C", "O", "C", "C", "C", "C", "C", "C", "N", "N", "C", "C", "O", "C", "C", "C", "C", "C", "C", "C", "C", "H", "H", "H", "H", "H", "H", "H", "H", "H", "H", "H", "H", "H", "Cl", "C", "C", "C", "Cl", "C", "Cl", "C", "Cl", "C", "Cl", "B", "C", "N", "H", "H", "H", "N", "C", "C", "C", "C", "C", "C", "N", "C", "C", "C", "C", "N", "C", "C", "H", "H", "H", "H", "H", "H", "H", "H", "H"], "xyz": [[-1.4554, 0.4620, -1.3098], [-2.4900, -3.5449, -0.4865], [-1.4176, -2.9066, -1.2629], [-0.1307, -3.1945, -0.9572], [0.2344, -4.2572, -0.1495], [1.5758, -4.6417, -0.0976], [2.5380, -4.0814, -0.9311], [2.1094, -3.0350, -1.7961], [0.7856, -2.5943, -1.8052], [0.3019, -1.6436, -2.7260], [0.9554, -1.6279, -3.7799], [0.5823, -0.8495, -4.8927], [-0.6605, -0.1360, -4.8792], [-1.5634, -0.2368, -3.9907], [-0.8354, 0.5520, -6.1380], [-0.1667, 0.4285, -7.2831], [1.0706, -0.2702, -7.3062], [1.9122, -0.3283, -8.3875], [3.0106, -1.1521, -8.3700], [3.2787, -1.9097, -7.2534], [2.5797, -1.8663, -6.1143], [1.4023, -0.9697, -6.0061], [-2.3356, -3.3419, 0.5636], [-2.4280, -4.6477, -0.7297], [-3.4077, -3.0934, -0.9891], [-0.5232, -4.6880, 0.5231], [1.8994, -5.3386, 0.6847], [3.5500, -4.3600, -0.8326], [2.7948, -2.4684, -2.4110], [-1.8015, 1.0672, -6.2639], [-0.4808, 0.8650, -8.2493], [1.5571, 0.2176, -9.2285], [3.7518, -1.2290, -9.1689], [4.0837, -2.6239, -7.3578], [2.7895, -2.3659, -5.2030], [-1.7098, 2.9993, 2.2023], [-2.1628, 4.1286, 0.8615], [-2.2436, 3.7374, -0.4352], [-2.6438, 4.6949, -1.3249], [-2.6066, 4.3567, -3.0857], [-3.0807, 5.9561, -0.9283], [-3.7591, 7.0515, -2.1054], [-2.8964, 6.3344, 0.4195], [-3.3073, 7.9104, 1.0950], [-2.4553, 5.4052, 1.3380], [-2.3592, 5.7941, 3.0426], [-2.9740, -2.3307, 2.8155], [-1.8387, -1.3333, 2.3255], [-1.0198, -0.6245, 1.9202], [-2.4799, -3.4441, 3.0124], [-3.3870, -2.0729, 3.9428], [-3.8883, -2.4796, 1.9364], [0.0036, 0.3633, 4.3221], [-0.3147, -0.1179, 5.5945], [-1.2721, -1.0562, 5.9639], [-1.4351, -1.1545, 7.2977], [-0.7415, -0.4371, 8.2484], [0.2823, 0.4811, 7.8894], [0.4466, 0.5875, 6.5044], [1.3041, 1.4452, 5.8590], [0.9830, 1.2404, 4.5639], [1.7729, 1.9636, 3.5386], [2.0547, 1.4146, 2.3121], [2.9383, 2.0492, 1.4565], [3.6430, 3.1032, 1.8003], [3.3917, 3.5979, 3.0651], [2.4591, 3.1294, 3.9739], [-0.3820, 0.1069, 3.4293], [-1.9207, -1.6828, 5.3551], [-2.2063, -1.8793, 7.6241], [-1.0255, -0.5334, 9.3043], [0.9542, 0.9335, 8.6195], [1.4719, 0.4983, 2.0891], [3.0848, 1.6447, 0.4575], [3.8832, 4.5300, 3.3108], [2.3702, 3.4988, 4.9738]], "forces_ev_per_angstrom": [[-0.1, 0.1, 0.1], [0.6, -0.1, -2.5], [-1.0, 0.3, 1.0], [-1.1, -1.2, -1.0], [0.1, 0.2, 1.0], [0.2, -0.2, 0.5], [-2.1, 1.6, -0.5], [0.3, -0.4, 1.0], [1.6, -0.4, -0.2], [-0.5, 0.8, 0.2], [0.8, -0.6, -1.5], [-0.7, -0.3, 2.9], [0.0, -0.8, -0.2], [0.9, 0.9, -1.1], [-3.4, 1.1, -0.2], [1.6, 0.1, -1.0], [-0.3, -1.3, 3.9], [0.2, -0.7, -0.2], [0.4, 0.7, -1.2], [1.2, -1.1, -0.3], [-3.2, 2.3, 1.5], [2.0, -0.2, -4.0], [-0.5, 0.0, 0.2], [-0.3, 1.0, 0.5], [1.0, -0.7, 1.2], [0.6, 0.1, -0.4], [-0.2, 0.0, -0.5], [1.0, -0.2, -0.1], [0.1, -0.3, -0.2], [0.3, -0.1, 0.5], [-0.1, 0.0, 0.8], [0.2, 0.4, -0.9], [-0.6, 0.2, -0.1], [0.3, 0.0, 0.3], [0.5, -0.8, 0.4], [0.0, -0.3, -0.8], [0.0, 0.0, 1.3], [0.5, -0.9, -0.3], [-0.2, 0.3, 0.0], [-0.1, -0.1, 0.4], [0.4, 0.5, 0.1], [0.0, 0.2, 0.4], [-0.7, 0.6, 0.0], [-0.1, -0.2, -1.0], [0.1, -0.4, 0.2], [0.1, 0.1, -0.4], [-0.7, -1.0, 0.1], [-0.5, -0.3, -0.2], [0.0, 0.0, -0.3], [0.2, 0.2, -0.4], [-0.1, 0.5, -0.5], [0.8, 0.5, 0.8], [0.9, 0.0, 2.3], [-1.6, -0.8, -1.8], [0.2, 0.2, -0.7], [-1.7, -1.6, 1.5], [1.5, 1.7, 1.2], [-1.4, -2.1, 0.0], [1.0, 1.1, 1.0], [-0.8, -0.6, -2.0], [1.6, 1.9, 0.6], [0.5, 0.3, 1.5], [-1.6, -0.8, 0.2], [0.1, -0.6, -0.3], [-0.3, 0.9, 1.7], [-0.3, 0.4, -0.9], [0.5, -1.5, -1.9], [-0.3, -0.3, -0.6], [0.5, 0.5, -0.5], [0.5, 0.5, 0.1], [0.3, -0.2, -0.4], [-0.4, 0.2, -0.3], [0.7, 0.6, -0.5], [0.1, 0.1, 0.1], [0.5, -0.1, -0.1], [-0.2, 0.3, 0.2]]}

***

Entry 2:
{"formula": "C36H26F5N9S2Zr", "method": "ωB97M-V/def2-TZVPD", "multiplicity": 1, "relative_energy_kj_mol": 70.2, "mol_weight_g_mol": 835.02, "total_charge": 2, "total_energy_ev": -87692.5022, "symbols": ["Zr", "C", "S", "C", "S", "N", "N", "C", "C", "C", "C", "C", "C", "N", "H", "H", "H", "H", "H", "H", "H", "H", "N", "C", "C", "C", "C", "C", "N", "C", "C", "C", "C", "C", "N", "H", "H", "H", "H", "H", "H", "H", "H", "H", "N", "C", "C", "C", "C", "C", "C", "N", "C", "C", "C", "C", "N", "C", "C", "H", "H", "H", "H", "H", "H", "H", "H", "H", "F", "C", "C", "C", "F", "C", "F", "C", "F", "C", "F"], "xyz": [[-0.0826, -1.4771, -0.5798], [1.9582, 1.9378, -4.7327], [0.2576, 1.9181, -4.1017], [0.1572, 0.4413, -3.2011], [1.5305, -0.3887, -2.5955], [-1.0741, -0.0158, -3.0716], [-1.2142, -1.1608, -2.4106], [-2.1802, -1.9763, -2.7294], [-2.1067, -3.3121, -2.1987], [-2.9617, -4.3305, -2.6401], [-2.7672, -5.6194, -2.1847], [-1.7165, -5.8609, -1.3069], [-0.8957, -4.8094, -0.9360], [-1.0708, -3.5534, -1.3516], [2.2094, 2.9784, -4.9051], [1.9831, 1.3925, -5.6718], [2.6403, 1.4903, -4.0165], [-2.9255, -1.7109, -3.4762], [-3.7427, -4.1043, -3.3481], [-3.4094, -6.4221, -2.5106], [-1.5310, -6.8492, -0.9253], [-0.0544, -4.9884, -0.2758], [2.7551, -2.5105, 1.5861], [1.8474, -1.7396, 2.2783], [2.0648, -1.6137, 3.6636], [1.2025, -0.8487, 4.4115], [0.1319, -0.2324, 3.7636], [-0.0140, -0.4071, 2.4063], [0.8277, -1.1418, 1.6440], [2.7270, -3.0731, 0.3337], [3.7584, -3.9896, 0.0461], [3.7735, -4.6309, -1.1668], [2.7817, -4.3141, -2.0980], [1.8346, -3.3754, -1.7651], [1.7719, -2.7630, -0.5569], [3.5325, -2.8289, 2.1564], [2.8856, -2.1361, 4.1326], [1.3356, -0.7421, 5.4755], [-0.5827, 0.3585, 4.3110], [-0.8503, 0.0608, 1.8871], [4.5241, -4.1826, 0.7817], [4.5372, -5.3543, -1.3995], [2.7612, -4.7808, -3.0677], [1.0903, -3.0661, -2.5032], [-0.7002, 5.8031, 0.7076], [-0.1221, 6.9765, 1.0952], [-0.6266, 8.2397, 1.3741], [0.2840, 9.2033, 1.7477], [1.6633, 8.9388, 1.8304], [2.1792, 7.6954, 1.5633], [1.2723, 6.6908, 1.2050], [1.4892, 5.3914, 0.9159], [0.3125, 4.8718, 0.6173], [0.1648, 3.4971, 0.2639], [-1.0234, 2.9142, -0.2032], [-1.0636, 1.5638, -0.4655], [-0.0135, 0.7351, -0.3010], [1.1543, 1.3054, 0.0896], [1.2803, 2.6398, 0.3754], [-1.6836, 5.6633, 0.5473], [-1.6789, 8.4634, 1.2993], [-0.0669, 10.1971, 1.9830], [2.3232, 9.7423, 2.1164], [3.2352, 7.4854, 1.6166], [-1.9080, 3.5035, -0.3762], [-1.9795, 1.1248, -0.8446], [2.0165, 0.6382, 0.1515], [2.2154, 3.0699, 0.6960], [-3.5563, -0.3543, -0.5842], [-3.3451, -1.3060, 0.3572], [-2.0350, -1.7391, 0.4950], [-1.8848, -2.7899, 1.3875], [-0.5858, -3.3051, 1.4279], [-2.8970, -3.3614, 2.1428], [-2.6679, -4.3735, 2.9760], [-4.1891, -2.8490, 1.9900], [-5.1895, -3.3690, 2.6817], [-4.4219, -1.8184, 1.0775], [-5.6510, -1.3561, 0.8929]], "forces_ev_per_angstrom": [[2.3, -0.5, 0.3], [-0.3, -0.2, 0.1], [0.0, 0.1, 0.0], [-0.5, -0.6, -0.2], [-0.1, -0.6, 0.5], [-0.4, 1.7, -1.1], [-0.9, -1.3, -0.3], [0.7, 1.1, -0.3], [-0.1, -1.1, 0.2], [0.4, 0.7, 0.1], [0.4, -0.1, 0.3], [-0.3, 0.2, -0.3], [0.2, 0.0, 0.2], [-0.5, -0.1, -0.4], [0.0, 0.1, 0.0], [0.1, 0.0, 0.0], [0.1, 0.1, 0.0], [0.2, 0.1, 0.0], [-0.1, 0.1, 0.0], [-0.1, -0.1, 0.0], [0.1, -0.1, 0.1], [-0.1, 0.0, 0.0], [0.3, -0.2, 0.0], [-0.3, 0.3, 0.2], [-0.2, 0.1, -0.2], [-0.1, -0.1, -0.4], [0.0, -0.1, -0.3], [-0.2, 0.4, 0.5], [0.1, -0.2, 0.1], [0.2, -0.1, 0.2], [-0.2, 0.1, -0.3], [-0.2, 0.3, 0.2], [-0.3, 0.3, 0.0], [0.3, -0.6, -0.7], [0.2, -0.3, 0.3], [-0.3, 0.1, -0.2], [0.1, 0.0, 0.0], [0.1, 0.0, 0.1], [-0.1, 0.1, 0.0], [0.3, -0.1, 0.2], [0.0, 0.0, 0.1], [0.1, -0.1, 0.0], [0.0, 0.0, -0.1], [0.3, -0.2, 0.3], [0.0, -0.3, -0.1], [1.0, 0.1, 0.2], [-0.1, 0.2, 0.0], [-0.2, -0.1, -0.1], [0.2, -0.1, 0.0], [-0.2, 0.1, 0.0], [-1.0, 0.6, 0.0], [-0.1, -1.0, -0.3], [0.4, 1.0, 0.3], [-0.2, -1.2, -0.3], [0.4, 0.2, 0.2], [-0.3, -0.1, -0.1], [-0.3, 1.0, 0.2], [0.2, 0.1, 0.0], [-0.2, 0.0, 0.0], [0.1, 0.0, 0.0], [-0.1, 0.0, 0.0], [0.0, 0.1, 0.0], [0.1, 0.1, 0.0], [0.1, 0.0, 0.0], [-0.2, 0.0, 0.0], [0.1, 0.0, 0.1], [-0.3, 0.3, 0.0], [0.1, -0.1, 0.0], [-0.6, -0.1, 0.3], [0.5, 0.2, -0.2], [-1.0, -0.5, 0.8], [0.2, 0.2, -0.2], [-0.8, -0.2, 0.3], [0.3, 0.0, -0.1], [0.0, 0.1, -0.1], [0.2, 0.0, -0.1], [0.2, 0.1, -0.1], [0.2, 0.1, -0.1], [0.1, -0.1, 0.1]]}

***

Entry 3:
{"formula": "C36H26F5N9S2Zr", "method": "ωB97M-V/def2-TZVPD", "multiplicity": 1, "relative_energy_kj_mol": 42.3, "mol_weight_g_mol": 835.02, "total_charge": 2, "total_energy_ev": -87692.7914, "symbols": ["Zr", "C", "S", "C", "S", "N", "N", "C", "C", "C", "C", "C", "C", "N", "H", "H", "H", "H", "H", "H", "H", "H", "N", "C", "C", "C", "C", "C", "N", "C", "C", "C", "C", "C", "N", "H", "H", "H", "H", "H", "H", "H", "H", "H", "N", "C", "C", "C", "C", "C", "C", "N", "C", "C", "C", "C", "N", "C", "C", "H", "H", "H", "H", "H", "H", "H", "H", "H", "F", "C", "C", "C", "F", "C", "F", "C", "F", "C", "F"], "xyz": [[0.2619, -0.0400, -0.1867], [-3.3651, 0.4352, 4.2157], [-2.1412, -0.8880, 3.9990], [-1.0760, -0.2539, 2.7983], [0.2239, -1.2401, 2.2856], [-1.2972, 0.9622, 2.3490], [-0.5624, 1.3897, 1.3131], [-0.6714, 2.6510, 1.0086], [0.0013, 3.1676, -0.1505], [-0.0821, 4.5295, -0.4684], [0.5609, 5.0040, -1.5931], [1.2710, 4.0976, -2.3712], [1.3000, 2.7629, -1.9926], [0.6875, 2.2809, -0.9099], [-4.0628, 0.0737, 4.9647], [-3.8775, 0.6192, 3.2770], [-2.8697, 1.3361, 4.5619], [-1.2811, 3.3201, 1.6152], [-0.6533, 5.1900, 0.1630], [0.5090, 6.0484, -1.8604], [1.7909, 4.4200, -3.2585], [1.8446, 2.0516, -2.6027], [-1.3498, -3.2077, -0.3255], [-2.2474, -2.1780, -0.1965], [-3.5986, -2.5717, -0.1119], [-4.5804, -1.6307, 0.0618], [-4.1985, -0.2915, 0.1382], [-2.8662, 0.0241, 0.0220], [-1.8754, -0.8858, -0.1474], [0.0202, -3.3636, -0.2334], [0.4619, -4.6896, -0.0831], [1.8060, -4.9581, 0.0077], [2.6877, -3.8880, -0.1007], [2.1784, -2.6211, -0.2534], [0.8637, -2.3248, -0.3064], [-1.8233, -4.1044, -0.3534], [-3.8501, -3.6187, -0.1656], [-5.6144, -1.9200, 0.1463], [-4.9264, 0.4893, 0.2776], [-2.5767, 1.0696, 0.0595], [-0.2580, -5.4913, -0.0326], [2.1642, -5.9639, 0.1524], [3.7519, -4.0346, -0.0762], [2.8671, -1.7989, -0.3764], [7.4735, 0.5321, 1.4475], [8.7357, 0.3285, 0.9708], [9.9682, 0.1620, 1.5873], [11.0458, -0.0854, 0.7669], [10.9197, -0.1609, -0.6318], [9.7103, -0.0014, -1.2583], [8.5920, 0.2343, -0.4464], [7.2896, 0.3575, -0.7714], [6.6278, 0.5300, 0.3609], [5.2012, 0.6016, 0.3767], [4.3885, 0.7542, 1.5142], [3.0172, 0.6733, 1.3912], [2.3796, 0.4575, 0.2257], [3.1614, 0.3622, -0.8807], [4.5266, 0.4393, -0.8517], [7.2221, 0.6526, 2.4141], [10.0727, 0.1993, 2.6594], [12.0184, -0.2357, 1.2077], [11.8023, -0.3633, -1.2165], [9.6024, -0.0681, -2.3283], [4.8220, 0.9215, 2.4876], [2.3887, 0.7647, 2.2733], [2.6489, 0.1775, -1.8220], [5.1206, 0.3399, -1.7442], [1.7247, -2.0365, -2.8584], [0.8146, -1.1563, -3.3488], [0.1580, -0.3636, -2.4155], [-0.7471, 0.5226, -2.9795], [-1.4349, 1.2857, -2.0391], [-0.9793, 0.6868, -4.3373], [-1.8209, 1.6068, -4.7987], [-0.2885, -0.1467, -5.2235], [-0.4853, -0.0394, -6.5280], [0.6093, -1.0924, -4.7246], [1.2608, -1.9047, -5.5482]], "forces_ev_per_angstrom": [[0.2, -0.7, 0.3], [0.4, -0.1, -0.1], [0.0, 0.0, 0.0], [0.0, 1.0, -0.1], [0.2, 0.0, -0.7], [-1.2, -0.1, 1.2], [0.1, 1.0, -0.5], [-0.2, -0.7, 0.6], [0.4, 0.7, -0.7], [0.0, -0.7, 0.3], [0.2, -0.3, -0.3], [-0.2, 0.2, 0.3], [0.2, -0.2, -0.2], [-0.5, 0.4, 0.1], [0.0, -0.1, 0.1], [0.0, 0.0, 0.0], [0.0, 0.0, 0.0], [0.1, -0.2, 0.1], [-0.1, 0.1, 0.1], [0.0, 0.1, 0.0], [0.1, -0.1, -0.1], [-0.1, 0.0, 0.0], [-0.2, -0.4, -0.1], [-0.3, 0.2, 0.1], [0.1, 0.2, 0.0], [0.5, 0.1, 0.0], [0.3, 0.1, -0.1], [-0.7, 0.3, 0.0], [-0.3, -0.5, 0.1], [0.2, 0.0, 0.0], [0.2, 0.2, 0.0], [-0.2, 0.4, -0.1], [-0.1, 0.2, 0.0], [0.4, -0.3, 0.0], [-0.2, -0.3, 0.1], [0.2, 0.3, 0.0], [0.0, -0.1, 0.0], [-0.1, -0.1, 0.0], [0.0, 0.1, 0.0], [0.0, -0.3, 0.0], [-0.1, 0.0, 0.0], [0.0, -0.1, 0.0], [0.2, 0.0, 0.0], [-0.1, -0.2, 0.1], [-0.4, 0.0, 0.0], [0.2, -0.1, -1.0], [0.2, 0.0, 0.2], [-0.2, 0.1, 0.2], [-0.1, 0.0, -0.2], [0.0, 0.0, 0.1], [0.4, 0.0, 1.0], [-0.9, 0.1, -0.1], [1.0, 0.0, -0.3], [-1.1, 0.0, 0.1], [0.2, 0.0, -0.4], [-0.1, 0.0, 0.4], [1.1, -0.2, 0.2], [0.2, 0.2, -0.1], [0.0, 0.0, 0.2], [0.0, 0.0, 0.0], [0.1, 0.0, 0.1], [0.1, 0.0, 0.1], [0.1, 0.0, -0.1], [0.0, 0.0, -0.1], [-0.1, 0.0, 0.1], [0.1, -0.1, -0.2], [0.1, 0.0, 0.1], [0.0, 0.0, -0.2], [-0.1, 0.1, -0.8], [0.1, -0.2, 0.6], [-0.3, 0.2, -1.2], [0.0, -0.1, 0.4], [0.0, -0.2, -0.9], [-0.1, 0.1, 0.2], [0.1, -0.2, 0.0], [0.0, 0.0, 0.2], [0.0, 0.0, 0.3], [0.0, 0.0, 0.3], [-0.1, 0.2, 0.1]]}